1.
Here is a cluster of 7 separate species, H14O7 in total at a distorted geometry from OMol25. Energies are from ωB97M-V with the def2-TZVPD basis set.

Computed properties:
- relative energy (zero: lowest compared OMol25 entry of this formula, charge and spin) (eV) = 0.176
- HOMO level (eV) = -11.073
- 2S+1 = 1
- max |F| (Eh/bohr) = 0.050
- Kohn-Sham gap (eV) = 11.52
- SMILES = O.O.O.O.O.O.O

Last column: natural (NBO) charge in e.
Cartesian coordinates (Å):
O (-0.31, 1.67, -1.33)  -1.02
H (-0.94, 2.05, -2.03)  0.49
H (0.05, 0.81, -1.70)  0.52
O (-1.78, 0.90, 0.88)  -0.99
H (-1.36, 1.32, 0.12)  0.50
H (-1.04, 0.68, 1.48)  0.50
O (2.14, 1.36, 0.15)  -0.97
H (2.14, 0.69, -0.54)  0.51
H (1.44, 1.96, -0.16)  0.50
O (0.60, 0.11, 2.06)  -1.02
H (1.06, 0.08, 2.92)  0.49
H (1.21, 0.61, 1.43)  0.52
O (0.44, -2.02, 0.15)  -0.98
H (-0.54, -1.98, 0.07)  0.51
H (0.54, -1.54, 1.01)  0.51
O (-2.36, -1.53, -0.09)  -0.99
H (-2.81, -1.94, 0.66)  0.47
H (-2.22, -0.59, 0.20)  0.50
O (1.24, -0.49, -1.68)  -1.04
H (1.58, -0.89, -2.52)  0.49
H (0.95, -1.26, -1.06)  0.52


2.
Here is a cluster of 7 separate species, H14O7 in total at a distorted geometry from OMol25. Energies are from ωB97M-V with the def2-TZVPD basis set.

Computed properties:
- relative energy (zero: lowest compared OMol25 entry of this formula, charge and spin) (eV) = 3.678
- HOMO level (eV) = -9.169
- 2S+1 = 1
- max |F| (Eh/bohr) = 0.096
- Kohn-Sham gap (eV) = 9.29
- SMILES = O.O.O.O.O.O.O

Last column: natural (NBO) charge in e.
Cartesian coordinates (Å):
O (2.07, -0.29, -0.85)  -0.95
H (1.22, -0.36, -0.41)  0.48
H (1.91, -0.70, -1.71)  0.47
O (-0.54, -1.78, -1.03)  -0.94
H (-0.77, -1.60, -0.11)  0.48
H (-1.21, -1.31, -1.54)  0.46
O (-1.25, 3.78, 0.96)  -0.94
H (-0.37, 3.47, 0.72)  0.47
H (-1.21, 4.73, 0.81)  0.47
O (-0.08, -3.44, 1.82)  -0.94
H (-0.46, -4.32, 1.77)  0.47
H (0.87, -3.59, 1.84)  0.47
O (-3.10, 0.82, 0.82)  -0.92
H (-2.22, 0.81, 0.43)  0.46
H (-3.53, 1.58, 0.42)  0.47
O (-3.35, 0.01, -0.99)  -0.92
H (-2.85, 0.15, -1.81)  0.45
H (-3.34, -0.95, -0.88)  0.47
O (6.09, 1.09, 0.29)  -0.94
H (5.43, 0.52, -0.12)  0.47
H (6.66, 1.36, -0.44)  0.46


3.
Here is a cluster of 7 separate species, H14O7 in total from OMol25. Energies are from ωB97M-V with the def2-TZVPD basis set.

Computed properties:
- relative energy (zero: lowest compared OMol25 entry of this formula, charge and spin) (eV) = 2.214
- HOMO level (eV) = -11.494
- 2S+1 = 1
- max |F| (Eh/bohr) = 0.006
- Kohn-Sham gap (eV) = 11.84
- SMILES = O.O.O.O.O.O.O

Last column: natural (NBO) charge in e.
Cartesian coordinates (Å):
O (0.30, 5.06, 0.45)  -0.94
H (-0.13, 5.09, 1.31)  0.47
H (0.35, 4.13, 0.25)  0.47
O (-0.71, -5.63, 1.22)  -0.94
H (-0.11, -5.32, 1.90)  0.47
H (-1.43, -5.00, 1.22)  0.47
O (3.89, -0.41, -3.38)  -0.93
H (3.64, -0.08, -4.25)  0.47
H (4.41, 0.30, -3.00)  0.47
O (0.25, 0.28, -0.02)  -0.94
H (0.99, -0.33, 0.00)  0.47
H (-0.51, -0.27, 0.19)  0.47
O (-3.62, 2.06, -2.44)  -0.94
H (-3.84, 2.92, -2.09)  0.47
H (-2.71, 2.16, -2.73)  0.47
O (-3.66, -2.16, -0.55)  -0.94
H (-3.51, -1.43, -1.15)  0.47
H (-4.04, -2.85, -1.09)  0.47
O (3.39, 0.12, 4.63)  -0.93
H (3.34, 0.55, 5.49)  0.47
H (3.70, 0.81, 4.04)  0.47


4.
Here is a cluster of 7 separate species, H14O7 in total from OMol25. Energies are from ωB97M-V with the def2-TZVPD basis set.

Computed properties:
- relative energy (zero: lowest compared OMol25 entry of this formula, charge and spin) (eV) = 1.538
- HOMO level (eV) = -10.656
- 2S+1 = 1
- max |F| (Eh/bohr) = 0.006
- Kohn-Sham gap (eV) = 10.57
- SMILES = O.O.O.O.O.O.O

Last column: natural (NBO) charge in e.
Cartesian coordinates (Å):
O (-0.90, -2.90, 0.76)  -0.96
H (-0.52, -2.13, 0.32)  0.49
H (-0.49, -3.67, 0.35)  0.45
O (0.02, 2.09, 1.16)  -0.97
H (-0.31, 3.00, 1.16)  0.49
H (0.81, 2.12, 1.70)  0.49
O (-2.26, 1.16, -3.10)  -0.95
H (-1.36, 0.83, -3.03)  0.48
H (-2.30, 1.89, -2.47)  0.46
O (2.73, -1.57, 1.10)  -0.95
H (1.98, -0.99, 0.92)  0.48
H (2.47, -2.42, 0.74)  0.47
O (-0.05, -0.37, -0.32)  -1.01
H (0.14, -0.03, -1.21)  0.50
H (-0.08, 0.40, 0.25)  0.49
O (0.49, 0.22, -2.98)  -0.96
H (0.25, -0.59, -3.45)  0.49
H (1.39, 0.41, -3.27)  0.50
O (-0.47, 0.55, 3.93)  -0.94
H (-0.45, 0.92, 3.04)  0.47
H (-1.10, 1.09, 4.40)  0.47


> Which formula does entry 2 have?

H14O7


Please write out number 1 again, unchanged.
Here is a cluster of 7 separate species, H14O7 in total at a distorted geometry from OMol25. Energies are from ωB97M-V with the def2-TZVPD basis set.

Computed properties:
- relative energy (zero: lowest compared OMol25 entry of this formula, charge and spin) (eV) = 0.176
- HOMO level (eV) = -11.073
- 2S+1 = 1
- max |F| (Eh/bohr) = 0.050
- Kohn-Sham gap (eV) = 11.52
- SMILES = O.O.O.O.O.O.O

Last column: natural (NBO) charge in e.
Cartesian coordinates (Å):
O (-0.31, 1.67, -1.33)  -1.02
H (-0.94, 2.05, -2.03)  0.49
H (0.05, 0.81, -1.70)  0.52
O (-1.78, 0.90, 0.88)  -0.99
H (-1.36, 1.32, 0.12)  0.50
H (-1.04, 0.68, 1.48)  0.50
O (2.14, 1.36, 0.15)  -0.97
H (2.14, 0.69, -0.54)  0.51
H (1.44, 1.96, -0.16)  0.50
O (0.60, 0.11, 2.06)  -1.02
H (1.06, 0.08, 2.92)  0.49
H (1.21, 0.61, 1.43)  0.52
O (0.44, -2.02, 0.15)  -0.98
H (-0.54, -1.98, 0.07)  0.51
H (0.54, -1.54, 1.01)  0.51
O (-2.36, -1.53, -0.09)  -0.99
H (-2.81, -1.94, 0.66)  0.47
H (-2.22, -0.59, 0.20)  0.50
O (1.24, -0.49, -1.68)  -1.04
H (1.58, -0.89, -2.52)  0.49
H (0.95, -1.26, -1.06)  0.52